# 1
Here is a gas-phase ion, C5H13N2 (charge +1) in a non-equilibrium geometry from the Open Molecules 2025 dataset. Energies are from ωB97M-V/def2-TZVPD.

Summary:
Structure (SMILES): CCCCNC=[NH2+]
LUMO energy (Ha): -0.13804
HOMO (eV): -14.9
Charge: +1
Orbital gap (eV): 11.1

```
20
Properties=species:S:1:pos:R:3:lowdin_charge:R:1
C 2.078 0.510 0.069 -0.080
C 1.507 0.271 -1.308 -0.307
C 0.636 -0.933 -1.279 -0.182
C -0.539 -0.989 -0.122 -0.073
N -1.244 0.380 0.013 0.105
C -1.978 0.747 0.983 -0.159
N -2.129 0.140 2.165 0.190
H 2.264 -0.455 0.604 0.107
H 1.380 1.035 0.666 0.058
H 2.913 1.100 0.053 0.051
H 2.108 0.380 -2.272 0.151
H 0.845 1.098 -1.614 0.093
H 0.016 -0.853 -2.337 0.164
H 1.305 -1.854 -1.201 0.141
H 0.051 -1.289 0.624 0.057
H -1.239 -1.722 -0.309 0.096
H -0.657 0.927 -0.568 0.113
H -2.528 1.701 0.835 0.178
H -2.050 -0.895 2.225 0.156
H -2.738 0.699 2.772 0.140
```

# 2
Here is a gas-phase ion, C5H13N2 (charge +1) in a non-equilibrium geometry from the Open Molecules 2025 dataset. Energies are from ωB97M-V/def2-TZVPD.

Summary:
LUMO energy (spin up / spin down) (Ha): -0.14491 / -0.13986
HOMO (spin up / spin down) (eV): -12.1 / -12.3
Charge: +1
Orbital gap (spin up / spin down) (eV): 8.1 / 8.5

```
20
Properties=species:S:1:pos:R:3:lowdin_charge:R:1
C -1.223 1.691 -0.058 0.054
C -1.669 0.266 0.018 -0.121
C 0.722 0.402 0.031 -0.268
C 1.353 0.139 1.420 0.029
C -0.283 -1.924 -0.290 0.001
N 1.604 0.635 -1.043 0.141
N -0.397 -0.479 -0.417 -0.143
H -1.427 2.226 -1.007 0.084
H -1.249 2.324 0.783 0.045
H -1.745 -0.152 0.962 0.106
H -2.425 -0.021 -0.668 0.122
H 1.610 -0.837 1.384 0.037
H 0.605 0.328 2.305 0.145
H 2.169 0.829 1.395 0.084
H 0.646 -2.385 -0.747 0.147
H -0.287 -2.098 0.728 0.065
H -1.233 -2.487 -0.533 0.140
H 1.337 0.539 -1.998 0.105
H 2.153 1.441 -0.888 0.103
H -0.259 -0.436 -1.378 0.123
```

# 3
Here is 2 unconnected molecules or ions with the total composition C5H13N2 in a non-equilibrium geometry from the Open Molecules 2025 dataset. Energies are from ωB97M-V/def2-TZVPD.

Summary:
LUMO energy (Ha): -0.14654
HOMO (eV): -13.7
Charge: +1
Orbital gap (eV): 9.7

```
20
Properties=species:S:1:pos:R:3:lowdin_charge:R:1
C -2.391 0.924 -1.211 -0.010
C -0.952 1.650 0.613 -0.076
C 1.294 -1.557 -0.498 -0.295
C -0.288 1.392 1.884 -0.033
C 2.514 -2.389 -0.613 -0.066
N -1.663 0.774 0.017 0.026
N 1.193 -0.348 -0.152 0.073
H -2.066 1.808 -1.755 0.107
H -2.249 0.044 -1.833 0.106
H -0.844 2.631 0.156 0.163
H 0.361 -2.062 -0.746 0.100
H -0.545 0.420 2.297 0.099
H -0.499 2.183 2.601 0.107
H 0.790 1.417 1.716 0.093
H 2.678 -2.630 -1.664 0.089
H 2.370 -3.331 -0.087 0.085
H 3.386 -1.874 -0.221 0.081
H -1.721 -0.155 0.439 0.176
H 2.094 0.088 0.051 0.065
H -3.459 1.013 -0.994 0.112
```

# 4
Here is a gas-phase ion, C5H13N2 (charge +1) in a non-equilibrium geometry from the Open Molecules 2025 dataset. Energies are from ωB97M-V/def2-TZVPD.

Summary:
Structure (SMILES): CN/C=C/CC[NH3+]
LUMO energy (Ha): -0.11772
HOMO (eV): -10.1
Charge: +1
Orbital gap (eV): 6.9

```
20
Properties=species:S:1:pos:R:3:lowdin_charge:R:1
C 3.415 0.796 -0.942 -0.024
N 1.964 1.040 -0.862 0.033
C 1.203 0.271 -0.164 -0.130
C -0.223 0.413 -0.045 -0.214
C -1.255 -0.490 -0.611 -0.245
C -2.075 -1.276 0.445 -0.178
N -2.472 -0.351 1.524 0.159
H 3.908 1.763 -0.931 0.091
H 3.717 0.251 -1.833 0.099
H 3.746 0.311 -0.030 0.090
H 1.576 1.771 -1.450 0.166
H 1.742 -0.278 0.615 0.136
H -0.468 1.285 0.564 0.062
H -1.967 -0.090 -1.348 0.106
H -0.770 -1.320 -1.133 0.115
H -1.497 -2.096 0.864 0.128
H -2.949 -1.719 -0.027 0.125
H -1.614 0.197 1.741 0.135
H -3.196 0.308 1.235 0.175
H -2.785 -0.786 2.391 0.169
```

# 5
Here is a gas-phase ion, C5H13N2 (charge +1) in a non-equilibrium geometry from the Open Molecules 2025 dataset. Energies are from ωB97M-V/def2-TZVPD.

Summary:
Structure (SMILES): CCC/C([NH3+])=C/N
LUMO energy (Ha): -0.12601
HOMO (eV): -13.9
Charge: +1
Orbital gap (eV): 10.5

```
20
Properties=species:S:1:pos:R:3:lowdin_charge:R:1
C 0.113 0.720 -2.961 -0.088
C 0.464 -0.076 -1.689 -0.261
C -0.583 0.107 -0.574 -0.167
C -0.328 -0.271 0.847 -0.237
N 0.369 -1.482 1.205 0.238
C -0.552 0.614 1.852 -0.092
N 0.120 0.387 3.067 0.026
H 0.777 0.489 -3.788 0.080
H 0.162 1.788 -2.726 0.082
H -0.931 0.579 -3.244 0.080
H 0.721 -1.108 -1.955 0.106
H 1.405 0.305 -1.267 0.110
H -1.468 -0.392 -0.983 0.128
H -0.798 1.179 -0.547 0.124
H 1.272 -1.537 0.713 0.183
H 0.500 -1.480 2.227 0.156
H -0.108 -2.315 0.849 0.189
H -1.320 1.347 1.640 0.134
H -0.420 -0.014 3.831 0.105
H 0.606 1.161 3.506 0.107
```

# 6
Here is a gas-phase ion, C5H13N2 (charge +1) in a non-equilibrium geometry from the Open Molecules 2025 dataset. Energies are from ωB97M-V/def2-TZVPD.

Summary:
Structure (SMILES): C=C(N)C[C@@H](C)[NH3+]
LUMO energy (Ha): -0.11863
HOMO (eV): -12.4
Charge: +1
Orbital gap (eV): 9.2

```
20
Properties=species:S:1:pos:R:3:lowdin_charge:R:1
C -1.888 0.435 -1.198 0.027
C -1.519 0.178 0.094 -0.382
N -2.272 0.595 1.190 0.116
C -0.295 -0.741 0.380 -0.076
C 1.065 0.012 0.220 -0.387
C 2.248 -0.790 0.561 -0.044
N 1.031 0.620 -1.132 0.193
H -1.335 -0.160 -1.874 0.046
H -2.500 1.359 -1.390 0.106
H -2.437 0.006 1.977 0.099
H -3.147 0.987 1.002 0.081
H -0.365 -0.981 1.443 0.127
H -0.300 -1.613 -0.252 0.125
H 0.929 0.835 0.894 0.153
H 2.300 -1.764 0.066 0.102
H 3.192 -0.264 0.469 0.091
H 2.279 -0.982 1.661 0.120
H 1.780 1.359 -1.159 0.200
H 0.072 1.034 -1.104 0.113
H 1.161 -0.127 -1.848 0.192
```

# 7
Here is a gas-phase ion, C5H13N2 (charge +1) in a non-equilibrium geometry from the Open Molecules 2025 dataset. Energies are from ωB97M-V/def2-TZVPD.

Summary:
Structure (SMILES): C/C(=C\N)CC[NH3+]
LUMO energy (Ha): -0.13479
HOMO (eV): -11.0
Charge: +1
Orbital gap (eV): 7.3

```
20
Properties=species:S:1:pos:R:3:lowdin_charge:R:1
C 1.626 0.848 -0.833 -0.069
C 0.808 0.300 0.288 -0.320
C 0.790 0.869 1.518 -0.148
N 1.764 1.748 1.927 0.089
C -0.193 -0.777 0.006 -0.197
C -1.528 -0.376 -0.605 -0.139
N -2.260 -1.628 -0.966 0.183
H 2.694 0.943 -0.613 0.083
H 1.586 0.209 -1.728 0.080
H 1.252 1.800 -1.217 0.089
H 0.095 0.489 2.256 0.122
H 1.999 1.889 2.887 0.095
H 2.456 2.023 1.254 0.082
H -0.413 -1.316 0.946 0.120
H 0.246 -1.580 -0.611 0.127
H -2.158 0.217 0.048 0.139
H -1.342 0.202 -1.515 0.141
H -2.340 -2.205 -0.124 0.173
H -3.244 -1.483 -1.206 0.176
H -1.838 -2.173 -1.713 0.174
```

# 8
Here is a single C5H13N2O molecule in a non-equilibrium geometry from the Open Molecules 2025 dataset. Energies are from ωB97M-V/def2-TZVPD.

Summary:
<S²>: 0.7505
Multiplicity: 2
LUMO energy (spin up / spin down) (Ha): 0.02826 / 0.02288
HOMO (spin up / spin down) (eV): -3.3 / -8.2
Charge: 0
Orbital gap (spin up / spin down) (eV): 4.1 / 8.8

```
21
Properties=species:S:1:pos:R:3:lowdin_charge:R:1
C 1.496 2.086 0.311 -0.276
O 0.268 2.239 1.016 -0.135
C 1.625 0.659 -0.143 -0.198
C 0.441 0.182 -1.007 -0.169
C -0.509 -0.767 -0.340 -0.326
C -1.076 -1.803 -0.957 -0.202
N -1.865 -2.774 -0.421 0.042
N -0.905 -0.419 1.042 0.108
H 1.520 2.772 -0.548 0.119
H 2.332 2.347 0.972 0.117
H 0.192 3.065 1.507 0.093
H 1.760 -0.037 0.683 0.094
H 2.587 0.552 -0.656 0.116
H -0.098 1.074 -1.340 0.111
H 0.786 -0.191 -1.979 0.116
H -0.905 -1.902 -2.021 0.124
H -2.220 -2.633 0.519 0.013
H -2.291 -3.501 -0.971 0.085
H -0.186 -0.521 1.803 0.056
H -1.244 0.564 1.043 0.086
H -1.708 -0.992 1.486 0.024
```

# 9
Here is a gas-phase ion, C5H13N2O (charge +1) in a non-equilibrium geometry from the Open Molecules 2025 dataset. Energies are from ωB97M-V/def2-TZVPD.

Summary:
Structure (SMILES): CC[C@H]([NH3+])C(=O)NC
LUMO energy (Ha): -0.12339
HOMO (eV): -14.0
Charge: +1
Orbital gap (eV): 10.6

```
21
Properties=species:S:1:pos:R:3:lowdin_charge:R:1
C 1.633 -1.228 1.099 -0.070
C 0.561 -1.010 0.041 -0.191
C -0.584 -0.058 0.511 -0.176
N -1.691 -0.933 0.993 0.204
C -1.224 0.725 -0.655 -0.449
O -2.444 0.671 -0.705 0.074
N -0.474 1.362 -1.558 0.051
C 0.867 1.892 -1.331 -0.038
H 2.135 -0.289 1.255 0.077
H 1.237 -1.515 2.061 0.078
H 2.431 -1.861 0.719 0.093
H 0.098 -1.945 -0.292 0.127
H 0.993 -0.643 -0.862 0.087
H -0.184 0.427 1.395 0.161
H -2.437 -0.436 1.486 0.182
H -1.331 -1.614 1.663 0.174
H -2.151 -1.518 0.290 0.181
H -1.056 1.861 -2.218 0.161
H 1.606 1.177 -1.687 0.086
H 0.970 2.783 -1.912 0.092
H 1.043 2.151 -0.292 0.098
```

# 10
Here is a gas-phase ion, C5H13N2O (charge +2) in a non-equilibrium geometry from the Open Molecules 2025 dataset. Energies are from ωB97M-V/def2-TZVPD.

Summary:
<S²>: 0.7616
Multiplicity: 2
LUMO energy (spin up / spin down) (Ha): -0.29225 / -0.45305
HOMO (spin up / spin down) (eV): -20.4 / -20.4
Charge: +2
Orbital gap (spin up / spin down) (eV): 12.4 / 8.1

```
21
Properties=species:S:1:pos:R:3:lowdin_charge:R:1
N 1.925 1.315 -0.677 0.259
C 1.105 0.561 0.334 -0.227
C 1.907 -0.554 0.999 0.015
C -0.088 -0.007 -0.470 -0.307
N -1.337 -0.238 0.198 0.022
C -2.354 -0.915 -0.555 0.064
C -1.523 -0.135 1.617 0.052
O -0.024 -0.181 -1.652 0.228
H 2.240 0.635 -1.375 0.185
H 2.782 1.687 -0.253 0.197
H 1.409 2.042 -1.172 0.192
H 0.662 1.242 1.060 0.157
H 2.968 -0.299 1.075 0.113
H 1.813 -1.494 0.461 0.114
H 1.612 -0.655 2.037 0.101
H -2.273 -0.692 -1.615 0.127
H -3.319 -0.629 -0.137 0.138
H -2.233 -1.995 -0.408 0.167
H -2.503 -0.495 1.896 0.128
H -1.438 0.916 1.924 0.148
H -0.750 -0.666 2.152 0.126
```

Computed relative energy (zero: lowest compared OMol25 entry of this formula, charge and spin), in the same sequence as the records: 281.7; 506.7; 173.4; 390.2; 212.1; 205.1; 171.1; 253.5; 92.6; 90.7 kJ/mol.